The molecule C20H24N2O in a non-equilibrium geometry. Source: OMol25; level of theory: the ωB97M-V functional and the def2-TZVPD basis.

Bonds (Å) are listed after each position.
Cartesian coordinates (Å):
1 C -5.067 0.592 -3.443  C2 1.545, H24 1.149, H25 1.141, H26 1.082
2 C -3.917 -0.356 -3.036  C1 1.545, N3 1.490, H27 1.077, H28 1.094
3 N -3.544 -0.007 -1.636  C2 1.490, C4 1.511, H29 0.968
4 C -2.287 -0.683 -1.138  N3 1.511, C5 1.641, H30 1.113, H31 1.201
5 C -1.352 0.319 -0.235  C4 1.641, O6 1.412, C7 1.591, H32 1.129
6 O -1.047 1.562 -0.832  C5 1.412, H33 0.992
7 C -0.047 -0.579 -0.090  C5 1.591, C8 1.530, N14 1.486, H34 1.093
8 C -0.133 -1.638 1.010  C7 1.530, C9 1.465, C13 1.418
9 C 0.571 -2.919 0.904  C8 1.465, C10 1.486, H35 1.127
10 C 0.631 -3.790 2.107  C9 1.486, C11 1.415, H36 1.092
11 C -0.134 -3.473 3.254  C10 1.415, C12 1.446, H37 1.065
12 C -0.871 -2.230 3.300  C11 1.446, C13 1.338, H38 1.122
13 C -0.748 -1.391 2.264  C8 1.418, C12 1.338, H39 1.141
14 N 1.244 0.151 -0.180  C7 1.486, C15 1.360, C23 1.393
15 C 2.090 0.172 -1.245  N14 1.360, C16 1.349, H40 1.053
16 C 3.055 1.102 -1.097  C15 1.349, C17 1.486, C18 1.474
17 C 4.096 1.580 -2.043  C16 1.486, H41 1.032, H42 1.100, H43 1.076
18 C 2.994 1.567 0.300  C16 1.474, C19 1.440, C23 1.401
19 C 3.844 2.206 1.272  C18 1.440, C20 1.310, H44 1.049
20 C 3.409 2.619 2.435  C19 1.310, C21 1.413, H45 1.115
21 C 2.094 2.242 2.791  C20 1.413, C22 1.426, H46 1.077
22 C 1.254 1.468 1.937  C21 1.426, C23 1.365, H47 1.073
23 C 1.781 1.035 0.754  N14 1.393, C18 1.401, C22 1.365
24 H -4.729 1.624 -3.817  C1 1.149
25 H -5.790 0.819 -2.590  C1 1.141
26 H -5.796 0.164 -4.117  C1 1.082
27 H -3.071 -0.237 -3.692  C2 1.077
28 H -4.292 -1.384 -3.055  C2 1.094
29 H -3.557 0.952 -1.507  N3 0.968
30 H -2.470 -1.610 -0.549  C4 1.113
31 H -1.605 -1.044 -2.058  C4 1.201
32 H -1.819 0.441 0.785  C5 1.129
33 H -0.355 1.933 -0.225  O6 0.992
34 H 0.110 -1.182 -0.988  C7 1.093
35 H 1.043 -3.104 -0.103  C9 1.127
36 H 1.059 -4.795 2.112  C10 1.092
37 H -0.107 -3.990 4.185  C11 1.065
38 H -1.368 -1.889 4.246  C12 1.122
39 H -1.059 -0.318 2.493  C13 1.141
40 H 1.887 -0.350 -2.137  C15 1.053
41 H 4.983 1.643 -1.518  C17 1.032
42 H 3.775 2.579 -2.372  C17 1.100
43 H 4.193 0.955 -2.913  C17 1.076
44 H 4.864 2.392 1.108  C19 1.049
45 H 4.095 3.017 3.218  C20 1.115
46 H 1.828 2.487 3.805  C21 1.077
47 H 0.265 1.350 2.336  C22 1.073

Computed properties:
Calculated total energy = -26154.1030 eV
Charge = 0
F_max = 4.22 eV Å⁻¹
Structure (SMILES) = CCNC[C@H](O)[C@H](c1ccccc1)n1cc(C)c2ccccc21
HOMO level = -7.677 eV
LUMO energy = 0.8 eV

---

The molecule C20H24N2O3S. Source: OMol25; level of theory: the ωB97M-V functional and the def2-TZVPD basis.

Bonds (Å) are listed after each position.
Cartesian coordinates (Å):
1 C -0.522 -4.039 0.956  C2 1.499, H27 1.090, H28 1.088, H29 1.087
2 C -1.395 -2.925 0.461  C1 1.499, C3 1.390, C26 1.389
3 C -1.637 -2.771 -0.899  C2 1.390, C4 1.383, H30 1.081
4 C -2.474 -1.772 -1.362  C3 1.383, C5 1.390, H31 1.081
5 C -3.106 -0.902 -0.482  C4 1.390, C6 1.505, C25 1.390
6 C -4.080 0.122 -0.999  C5 1.505, C7 1.531, H32 1.092, H33 1.094
7 C -3.857 1.529 -0.437  C6 1.531, N8 1.449, H34 1.097, H35 1.090
8 N -2.526 2.015 -0.742  C7 1.449, S9 1.677, H36 1.008
9 S -1.773 2.972 0.410  N8 1.677, O10 1.433, O11 1.438, C12 1.781
10 O -2.243 2.544 1.695  S9 1.433
11 O -1.898 4.364 0.068  S9 1.438
12 C -0.074 2.481 0.199  S9 1.781, C13 1.381, C17 1.388
13 C 0.893 3.450 0.019  C12 1.381, C14 1.388, H37 1.078
14 C 2.229 3.096 -0.113  C13 1.388, C15 1.385, H38 1.078
15 C 2.541 1.749 -0.058  C14 1.385, C16 1.404, N23 1.382
16 C 1.552 0.768 0.117  C15 1.404, C17 1.375, C18 1.501
17 C 0.232 1.128 0.252  C12 1.388, C16 1.375, H39 1.078
18 C 2.209 -0.581 0.123  C16 1.501, C19 1.530, C20 1.531, C21 1.532
19 C 1.999 -1.321 1.445  C18 1.530, H40 1.086, H41 1.088, H42 1.087
20 C 1.761 -1.441 -1.062  C18 1.531, H43 1.088, H44 1.087, H45 1.087
21 C 3.688 -0.220 -0.048  C18 1.532, O22 1.207, N23 1.374
22 O 4.628 -0.975 -0.093  C21 1.207
23 N 3.782 1.146 -0.153  C15 1.382, C21 1.374, C24 1.438
24 C 5.028 1.843 -0.325  N23 1.438, H46 1.090, H47 1.092, H48 1.092
25 C -2.850 -1.043 0.876  C5 1.390, C26 1.384, H49 1.079
26 C -2.002 -2.036 1.338  C2 1.389, C25 1.384, H50 1.081
27 H -1.041 -4.992 0.845  C1 1.090
28 H 0.400 -4.095 0.381  C1 1.088
29 H -0.276 -3.907 2.006  C1 1.087
30 H -1.172 -3.449 -1.602  C3 1.081
31 H -2.649 -1.678 -2.424  C4 1.081
32 H -4.019 0.158 -2.089  C6 1.092
33 H -5.095 -0.185 -0.730  C6 1.094
34 H -4.632 2.204 -0.821  C7 1.097
35 H -3.922 1.522 0.652  C7 1.090
36 H -2.441 2.433 -1.656  N8 1.008
37 H 0.580 4.481 -0.015  C13 1.078
38 H 2.990 3.848 -0.249  C14 1.078
39 H -0.556 0.407 0.395  C17 1.078
40 H 0.950 -1.576 1.560  C19 1.086
41 H 2.302 -0.695 2.282  C19 1.088
42 H 2.598 -2.229 1.455  C19 1.087
43 H 1.901 -0.901 -1.997  C20 1.088
44 H 0.709 -1.694 -0.960  C20 1.087
45 H 2.355 -2.352 -1.096  C20 1.087
46 H 5.817 1.092 -0.354  C24 1.090
47 H 5.205 2.525 0.508  C24 1.092
48 H 5.028 2.407 -1.260  C24 1.092
49 H -3.314 -0.377 1.587  C25 1.079
50 H -1.823 -2.127 2.400  C26 1.081

Computed properties:
Calculated total energy = -41088.6808 eV
Charge = 0
F_max = 0.85 eV Å⁻¹
Structure (SMILES) = Cc1ccc(CCNS(=O)(=O)c2ccc3c(c2)C(C)(C)C(=O)N3C)cc1
HOMO level = -8.630 eV
LUMO energy = 0.6 eV